113
Properties=species:S:1:pos:R:3 method="wB97M-V/def2-TZVPD" max_force_ev_per_a=2.90 lumo_energy_ha=-0.0180 homo_lumo_gap_ev=9.739 molar_mass_g_mol=985.51
Cl 2.3053 -6.1245 4.7388
Cl 6.4338 -1.6602 -0.5701
Cl 4.7318 1.3720 -0.2600
Cl 0.3545 -5.1829 7.2280
O -1.1443 -2.9204 4.6864
O 1.2222 -2.5743 -5.1619
O 1.5526 -5.5281 -0.6344
O -3.3655 2.3934 -7.2812
O -3.8770 3.6897 -0.7413
O 1.5669 -4.7920 1.3902
O 4.7438 -3.6251 3.5461
O -2.3773 2.2663 -5.3012
O 1.1774 2.9661 -4.6038
O -7.2076 1.8081 -3.5217
O 5.1946 -1.9824 2.2473
O 1.3670 0.6199 0.1608
O -3.2983 -3.1199 5.1737
O -2.6044 -1.2026 4.5921
O -0.8010 0.0147 0.2172
O -3.6282 3.5016 1.3783
O 1.7629 1.3306 -3.3249
O 2.2568 5.0680 0.7573
O -0.0467 1.7053 -1.0336
O -5.5127 2.9810 -4.1968
O 2.1755 3.0680 1.8090
O 4.0159 4.3493 1.7267
O -4.3519 -2.7171 -1.6331
O -2.9669 -1.2293 -2.2911
O -0.6987 -1.6484 -4.8159
O -3.2614 4.1662 -5.9840
N -6.0163 2.0867 -3.5242
N -4.2027 3.9250 0.3982
N 1.7343 2.5116 -3.6281
N -3.2885 -2.1585 -1.5761
N 1.9211 -5.5689 0.5333
N 0.3972 -2.0438 -4.4523
N 4.7101 -2.4403 3.2511
C 1.3308 -4.0773 6.2334
C 2.7602 4.0626 1.4700
C 4.4572 0.0484 -1.4185
C 4.1029 -1.5172 4.2579
C -2.2881 -2.6264 -0.5982
C 0.7284 -1.8225 -3.0255
C -3.0097 2.8947 -6.2760
C 0.8692 5.1605 0.5814
C 2.3205 3.4755 -2.6624
C -2.2380 -2.4454 4.7962
C -3.1615 -4.5403 5.2995
C -2.8325 4.7120 -4.7251
C -5.1163 1.2647 -2.6424
C -5.5364 4.5269 0.6139
C -2.4119 0.8439 -5.2997
C 2.8812 -6.6458 0.8866
C -1.7050 -0.2800 4.0198
C 5.7483 -0.5782 -1.8240
C 1.3869 -4.5987 4.8135
C 0.1006 0.6859 -0.1937
C 4.7366 3.3103 2.3272
C 1.7080 -0.2449 1.2404
C -1.2765 1.8580 -1.7582
H 3.8702 -2.1481 5.1102
H 6.4462 0.2514 -1.9656
H 1.4721 3.8459 -2.0992
H 0.7863 -2.7704 -2.4955
H 4.7129 3.2552 3.4225
H -2.1883 -3.7059 -0.6582
H 0.9512 -3.0626 6.2913
H 5.8291 -1.0961 -2.7759
H -6.2374 3.8265 1.0519
H 3.6412 -0.6198 -1.1600
H -1.7777 4.5146 -4.5417
H -2.9344 5.7910 -4.7951
H -1.8741 0.3311 -6.0908
H 3.4413 -6.3763 1.7791
H 0.3579 -4.8084 4.5475
H 1.7482 -1.2721 0.8918
H 2.8782 4.2417 -3.1864
H -3.4823 -4.9856 4.3527
H -5.6762 1.0867 -1.7349
H -3.8700 -4.8508 6.0629
H 4.0753 0.5767 -2.2978
H -3.4616 0.5341 -5.3657
H -3.4880 4.2919 -3.9661
H 2.2426 -7.4740 1.1852
H 5.8196 3.3429 2.1697
H -5.8649 4.9773 -0.3132
H 2.3360 -4.0787 6.6565
H 4.5239 2.3010 1.9699
H 2.6908 0.0661 1.5746
H -2.1598 -4.8861 5.5398
H 1.8548 -3.9085 4.1203
H 0.9602 -0.1936 2.0304
H 3.5650 -6.8084 0.0669
H -4.1524 1.7416 -2.5756
H 1.6650 -1.2802 -2.9794
H 0.4327 6.0529 1.0196
H -5.3917 5.3041 1.3654
H 4.8892 -0.8478 4.5990
H -1.8137 0.7000 4.4646
H -1.9452 -0.2064 2.9567
H -1.5864 0.9761 -2.3119
H 3.2223 -1.0088 3.8910
H -0.6730 -0.6152 4.0562
H -5.0597 0.3622 -3.2532
H -0.1039 -1.2852 -2.5835
H 2.9861 2.9180 -2.0176
H -1.3367 -2.1749 -0.8454
H -2.5310 -2.3027 0.4099
H -2.0604 0.5315 -4.3228
H 0.3942 4.3241 1.1081
H -2.0454 2.0381 -0.9993
H 0.5884 5.0270 -0.4588
H -1.1963 2.7852 -2.3149